No. 1
{
  "formula": "C5H12NP",
  "method": "ωB97M-V with the def2-TZVPD basis set",
  "symbols": ["C", "C", "C", "P", "N", "C", "C", "H", "H", "H", "H", "H", "H", "H", "H", "H", "H", "H", "H"],
  "xyz": [[1.195238, 0.335981, 0.960984], [0.562512, 0.227921, -0.381981], [-0.334160, -0.951665, -0.629239], [-1.720321, -0.989832, 0.977721], [-2.675168, -0.352926, 2.152393], [0.144434, 1.501885, -1.057641], [1.383211, 0.759110, -1.533416], [1.469418, -0.609001, 1.553679], [0.493908, 0.864423, 1.678478], [2.077944, 0.767499, 0.897876], [0.092962, -1.838070, -0.247212], [-0.720369, -1.093225, -1.613981], [-0.468656, -1.231656, 1.557060], [-2.114779, -2.222077, 0.651514], [-3.672324, -0.359299, 2.085230], [0.434151, 2.510505, -0.590324], [-0.908072, 1.498073, -1.598796], [1.247884, 0.291520, -2.443737], [2.413409, 1.037153, -1.358893]],
  "atomic_forces_ev_per_a": [[-4.0, -2.5, 3.0], [-0.1, -0.3, -0.8], [-1.8, 2.1, 1.5], [0.8, 0.8, 1.4], [2.5, -0.1, -1.8], [-0.6, 2.1, 0.2], [-0.9, -0.1, 0.5], [-0.7, 0.7, -1.3], [1.0, -0.3, -0.7], [4.0, 2.8, -0.2], [0.5, -1.3, 0.3], [-0.3, 0.3, -0.7], [-0.7, -0.1, 1.0], [-0.7, -1.8, -0.6], [-0.6, 0.0, -0.7], [-0.9, -1.7, -0.4], [2.7, 0.0, 0.8], [-0.1, -1.2, -1.8], [-0.2, 0.6, 0.2]],
  "mulliken_charge": [-2.04, 1.84, -1.65, 0.54, -0.68, -0.58, -0.95, 0.38, 0.38, 0.55, 0.55, 0.47, -0.06, 0.03, 0.22, 0.24, 0.22, 0.29, 0.24],
  "orbital_gap_ev": 8.67,
  "energy_ev": -16154.1286,
  "total_charge": 0,
  "smiles": "CC1(C[PH2]=N)CC1"
}

***

No. 2
{
  "formula": "C5H12NS",
  "method": "ωB97M-V with the def2-TZVPD basis set",
  "symbols": ["C", "C", "C", "N", "C", "C", "S", "H", "H", "H", "H", "H", "H", "H", "H", "H", "H", "H", "H"],
  "xyz": [[0.358025, -2.339269, -1.244576], [-0.122173, -0.980831, -1.786226], [-0.797056, -0.158875, -0.700812], [0.116655, 0.193239, 0.360395], [-0.426308, 1.239125, 1.252514], [0.707132, 1.952294, 2.022002], [0.239502, 2.433035, 3.707715], [0.856727, -2.253321, -0.287018], [-0.506201, -3.001700, -1.122724], [1.016430, -2.830521, -1.967441], [0.729855, -0.445632, -2.209648], [-0.805612, -1.198237, -2.598242], [-1.300736, 0.742348, -1.093932], [-1.599701, -0.812016, -0.316133], [0.930074, 0.613135, -0.087843], [-1.110134, 0.805286, 1.971694], [-0.906153, 2.011832, 0.655473], [1.554239, 1.251294, 2.049134], [1.065435, 2.778815, 1.395669]],
  "atomic_forces_ev_per_a": [[-0.3, -0.1, -0.5], [0.5, -0.4, 0.4], [-0.6, -0.3, -0.1], [0.1, 0.4, 0.0], [1.0, 0.1, 0.1], [0.1, -0.7, -0.1], [0.0, 0.3, -0.1], [0.1, 0.1, 0.1], [0.1, 0.0, 0.1], [0.1, 0.0, 0.1], [0.0, 0.2, 0.0], [-0.3, 0.2, -0.3], [0.1, -0.1, -0.3], [0.1, 0.3, 0.2], [0.1, -0.1, 0.1], [-0.2, -0.1, 0.0], [-0.7, 0.1, -0.1], [-0.1, 0.0, 0.1], [-0.1, 0.2, 0.1]],
  "mulliken_charge": [-1.10, -0.47, -0.68, -0.25, -0.48, -0.82, -0.65, 0.35, 0.27, 0.32, 0.34, 0.29, 0.43, 0.25, 0.21, 0.31, 0.24, 0.19, 0.25],
  "orbital_gap_ev": 5.63,
  "energy_ev": -17705.4179,
  "total_charge": -1,
  "smiles": "CCCNCC[S-]"
}

***

No. 3
{
  "formula": "C5H12NS",
  "method": "ωB97M-V with the def2-TZVPD basis set",
  "symbols": ["C", "C", "N", "C", "C", "C", "S", "H", "H", "H", "H", "H", "H", "H", "H", "H", "H", "H", "H"],
  "xyz": [[-2.784007, -0.170999, -0.232981], [-1.327035, -0.624831, -0.325964], [-0.430762, 0.462821, 0.087929], [0.994145, 0.113355, -0.149283], [1.422904, -1.006874, 0.791207], [1.855349, 1.352519, 0.063487], [3.557567, 1.208866, -0.523281], [-3.126396, -0.050973, 0.790424], [-3.415904, -0.828218, -0.837703], [-2.850156, 0.820245, -0.703902], [-1.101770, -1.458041, 0.338508], [-1.112344, -0.883351, -1.370848], [-0.609636, 1.248049, -0.534629], [1.078157, -0.181328, -1.203727], [0.915780, -0.891028, 1.747270], [1.268522, -1.990954, 0.357595], [2.503067, -0.915048, 0.944363], [1.806867, 1.579737, 1.142260], [1.355644, 2.216061, -0.380716]],
  "atomic_forces_ev_per_a": [[0.4, 0.3, -0.6], [0.2, 1.0, 0.3], [0.0, -0.2, -0.1], [-0.4, 0.3, 0.1], [0.6, 0.2, -0.4], [-0.2, 0.2, 0.6], [0.2, 0.0, -0.1], [-0.1, -0.2, 0.1], [-0.2, -0.1, 0.4], [-0.1, -0.1, 0.1], [-0.2, -0.3, -0.2], [0.0, -0.4, 0.0], [-0.1, 0.1, 0.2], [0.3, -0.2, 0.0], [-0.1, -0.1, 0.1], [-0.3, -0.2, 0.1], [-0.1, 0.0, 0.0], [0.2, -0.1, -0.1], [-0.1, 0.1, -0.4]],
  "mulliken_charge": [-1.14, -0.38, -0.58, 0.51, -1.53, -1.03, -0.64, 0.32, 0.35, 0.27, 0.32, 0.30, 0.26, 0.31, 0.38, 0.35, 0.38, 0.29, 0.26],
  "orbital_gap_ev": 5.81,
  "energy_ev": -17705.6459,
  "total_charge": -1,
  "smiles": "CCN[C@H](C)C[S-]"
}

***

No. 4
{
  "formula": "C5H12NS",
  "method": "ωB97M-V with the def2-TZVPD basis set",
  "symbols": ["C", "C", "C", "C", "C", "N", "S", "H", "H", "H", "H", "H", "H", "H", "H", "H", "H", "H", "H"],
  "xyz": [[1.897832, -0.539284, -0.282239], [1.039518, 0.450062, 0.401093], [3.044094, -1.136038, 0.383294], [-2.154505, -0.833896, 0.090909], [-1.992797, 1.658750, -0.217262], [-1.329190, 0.352323, -0.402651], [2.037686, 1.271961, -0.515687], [1.471211, -1.069185, -1.158564], [0.668342, 0.589273, 1.443799], [2.983132, -2.196015, 0.654878], [3.262388, -0.479016, 1.278608], [3.848719, -0.990563, -0.379532], [-2.492628, -0.749639, 1.125526], [-3.086819, -0.787783, -0.385492], [-1.643718, -1.856903, -0.048046], [-1.683505, 2.265733, -0.968405], [-3.078310, 1.587669, -0.333092], [-1.868107, 2.203694, 0.710655], [-0.923349, 0.258858, -1.397797]],
  "atomic_forces_ev_per_a": [[-2.3, -0.2, -1.1], [-2.0, -1.4, 2.4], [2.0, 0.7, 0.8], [1.9, -0.4, -0.1], [-1.3, -1.7, 1.0], [1.5, -0.9, 0.0], [1.0, 1.8, -1.7], [0.2, 0.5, 0.6], [0.1, -0.2, -1.2], [-0.2, 0.3, -0.1], [0.2, -1.1, -0.8], [-0.1, -0.5, 0.9], [0.9, 0.4, 0.3], [-1.3, -0.3, -1.4], [-0.7, 1.8, 0.0], [1.0, 2.0, -2.2], [0.0, -0.3, -0.1], [0.6, -0.5, 0.5], [-1.5, -0.1, 2.1]],
  "mulliken_charge": [-0.04, 0.18, -1.14, -0.95, -1.04, -0.22, 0.07, 0.37, 0.34, 0.36, 0.29, 0.32, 0.36, 0.39, 0.29, 0.43, 0.33, 0.30, 0.35],
  "orbital_gap_ev": [8.00, 8.00],
  "energy_ev": -17694.8216,
  "total_charge": 1
}

***

No. 5
{
  "formula": "C5H12NS",
  "method": "ωB97M-V with the def2-TZVPD basis set",
  "symbols": ["C", "C", "C", "C", "C", "N", "S", "H", "H", "H", "H", "H", "H", "H", "H", "H", "H", "H", "H"],
  "xyz": [[0.194652, 0.366286, 0.000135], [0.289863, 1.803079, 0.078165], [-3.837209, -0.096385, 0.152704], [1.001168, -1.922822, -0.190667], [2.476744, 0.063976, 0.013284], [1.095132, -0.510193, -0.107428], [-1.400396, -0.413084, 0.116578], [0.928484, 2.259013, 0.814922], [-0.726247, 2.125211, 0.263215], [0.581689, 2.456314, -0.781743], [-3.991089, -0.090198, 1.282732], [-3.861813, -1.032639, -0.467009], [-4.048790, 0.950846, -0.346031], [2.017762, -2.363020, -0.113346], [0.327145, -2.372029, 0.551118], [0.569542, -2.117900, -1.113689], [3.245128, -0.328182, -0.662332], [2.286507, 1.048777, -0.464262], [2.851722, 0.172944, 0.973655]],
  "atomic_forces_ev_per_a": [[-4.5, -0.7, -0.2], [-0.5, 2.9, -0.5], [1.5, 2.2, 0.0], [0.5, -1.4, 1.4], [-0.9, 1.6, -3.7], [4.7, 0.8, 1.0], [-1.0, -0.7, 0.0], [0.3, -0.5, 0.9], [-0.1, 0.4, 0.3], [-0.1, -1.4, -0.2], [0.3, -0.4, -1.8], [-0.1, 1.1, 0.8], [0.4, -2.5, 0.9], [-0.8, 0.3, -0.1], [0.3, 0.3, 0.1], [-0.7, -0.8, -1.9], [-0.6, -0.8, 0.3], [0.9, -0.3, 0.8], [0.3, -0.1, 2.0]],
  "mulliken_charge": [0.87, -1.36, -0.57, -1.03, -1.09, 0.06, -0.32, 0.42, 0.30, 0.40, 0.33, 0.35, 0.31, 0.35, 0.37, 0.44, 0.41, 0.39, 0.37],
  "orbital_gap_ev": [7.95, 7.95],
  "energy_ev": -17694.7876,
  "total_charge": 1
}

***

No. 6
{
  "formula": "C5H12NS2",
  "method": "ωB97M-V with the def2-TZVPD basis set",
  "symbols": ["C", "N", "C", "C", "S", "C", "C", "S", "H", "H", "H", "H", "H", "H", "H", "H", "H", "H", "H", "H"],
  "xyz": [[0.613503, 1.758896, -1.608688], [0.134753, 0.380803, -1.299472], [-0.223377, 0.279504, 0.172776], [-1.589465, 0.954058, 0.508970], [1.206856, 0.521332, 1.309490], [0.370390, -0.964557, 0.794597], [-0.310281, -1.955497, 1.634912], [1.395407, -2.061731, -0.472646], [-0.291187, 2.409002, -1.701581], [1.284236, 1.995904, -0.752664], [1.227924, 1.964752, -2.590276], [1.096485, -0.190792, -1.323707], [-0.359108, -0.277473, -1.940786], [-2.291192, 0.647919, -0.196406], [-1.500121, 2.073297, 0.444889], [-1.953703, 0.628687, 1.569566], [0.364011, -2.543350, 2.382082], [-0.698308, -2.803007, 1.114204], [-1.080849, -1.470244, 2.188995], [2.604027, -1.347504, -0.234255]],
  "atomic_forces_ev_per_a": [[-0.3, 1.9, -1.9], [3.9, -1.3, 0.4], [-0.5, -0.1, 0.3], [1.7, 0.1, 2.5], [-0.7, 0.0, -0.3], [1.3, -1.3, -2.1], [0.9, -1.2, 2.6], [1.2, 1.6, 1.3], [1.0, -0.2, 0.4], [-0.7, 0.2, -0.8], [-1.3, -1.3, 1.8], [-1.9, 0.6, 0.2], [-0.5, 1.4, 0.3], [-1.4, -0.6, -1.2], [0.0, -1.1, 0.3], [0.8, 0.8, -2.0], [-0.7, 1.6, -1.1], [-0.6, -0.2, -1.0], [-0.7, 0.1, 0.6], [-1.4, -1.0, -0.3]],
  "mulliken_charge": [-0.64, -0.15, 0.33, -1.37, 0.01, 0.22, -1.22, -0.27, 0.31, 0.27, 0.32, 0.35, 0.41, 0.43, 0.36, 0.34, 0.32, 0.43, 0.31, 0.26],
  "orbital_gap_ev": 10.25,
  "energy_ev": -28531.5944,
  "total_charge": 1,
  "smiles": "C[NH2+][C@]1(C)S[C@]1(C)S"
}

***

No. 7
{
  "formula": "C5H12O",
  "method": "ωB97M-V with the def2-TZVPD basis set",
  "symbols": ["C", "C", "C", "O", "C", "C", "H", "H", "H", "H", "H", "H", "H", "H", "H", "H", "H", "H"],
  "xyz": [[-2.489794, 1.295935, 1.038350], [-1.373866, 1.189718, 0.001671], [-0.501072, -0.018634, 0.257498], [0.527892, -0.099146, -0.703704], [1.419936, -1.125085, -0.320741], [2.723389, -1.119769, -1.117248], [-3.123439, 2.167250, 0.848032], [-2.082287, 1.392945, 2.052537], [-3.129431, 0.405139, 1.024144], [-0.738007, 2.082352, 0.026153], [-1.788236, 1.114907, -1.009520], [-0.050527, 0.056710, 1.263680], [-1.107591, -0.944100, 0.257700], [0.893445, -2.089845, -0.403060], [1.648337, -0.976793, 0.743066], [2.823727, -2.019774, -1.730644], [3.605630, -1.067878, -0.455866], [2.741892, -0.243934, -1.772048]],
  "atomic_forces_ev_per_a": [[0.0, 0.0, 0.0], [0.0, 0.0, -0.1], [-0.2, 0.0, 0.2], [0.1, 0.0, 0.0], [0.2, -0.3, 0.3], [0.1, 0.1, -0.1], [0.1, -0.1, 0.0], [-0.1, 0.0, -0.2], [0.1, 0.1, 0.0], [-0.1, -0.1, 0.0], [0.0, 0.0, 0.1], [-0.1, 0.0, -0.1], [0.1, 0.2, -0.1], [0.2, 0.1, 0.0], [0.0, -0.1, 0.0], [0.0, 0.2, 0.0], [-0.4, 0.0, -0.3], [0.0, -0.1, 0.1]],
  "mulliken_charge": [-1.20, -0.24, -0.54, -0.32, -0.20, -1.03, 0.34, 0.33, 0.32, 0.25, 0.27, 0.32, 0.29, 0.30, 0.26, 0.27, 0.28, 0.29],
  "orbital_gap_ev": 10.94,
  "energy_ev": -7426.6148,
  "total_charge": 0,
  "smiles": "CCCOCC"
}

***

No. 8
{
  "formula": "C5H12O",
  "method": "ωB97M-V with the def2-TZVPD basis set",
  "symbols": ["C", "C", "C", "O", "C", "C", "H", "H", "H", "H", "H", "H", "H", "H", "H", "H", "H", "H"],
  "xyz": [[2.440575, -0.431832, -0.614745], [1.486835, -0.924539, 0.474272], [0.339162, 0.061623, 0.603287], [-0.860363, -0.576855, 0.960923], [-1.949238, 0.283313, 0.705914], [-2.108831, 0.682711, -0.798899], [3.310778, -1.082540, -0.732843], [2.801416, 0.580779, -0.391907], [1.915547, -0.387195, -1.578301], [2.009235, -1.051799, 1.430722], [1.067352, -1.901702, 0.204756], [0.567977, 0.881849, 1.305081], [0.166192, 0.532538, -0.369087], [-1.850475, 1.193128, 1.326556], [-2.836782, -0.259658, 1.060436], [-2.652931, 1.628920, -0.862095], [-2.656383, -0.085669, -1.348066], [-1.190060, 0.856922, -1.376006]],
  "atomic_forces_ev_per_a": [[0.1, 0.0, 0.0], [0.0, 0.0, 0.0], [0.2, 0.2, -0.2], [-0.1, -0.1, 0.0], [-0.2, 0.3, -0.4], [-0.3, -0.1, 0.3], [-0.1, 0.1, 0.0], [0.0, -0.2, 0.0], [0.1, 0.0, 0.2], [-0.1, 0.0, -0.2], [0.1, 0.2, 0.0], [0.0, -0.2, 0.0], [0.5, 0.0, 0.2], [0.0, -0.2, -0.2], [0.2, 0.3, -0.2], [-0.2, -0.2, 0.0], [-0.1, 0.1, 0.1], [-0.2, -0.1, 0.5]],
  "mulliken_charge": [-1.16, -0.31, -0.26, -0.35, -0.32, -0.94, 0.36, 0.30, 0.32, 0.26, 0.26, 0.27, 0.10, 0.30, 0.30, 0.30, 0.27, 0.32],
  "orbital_gap_ev": 10.84,
  "energy_ev": -7426.3891,
  "total_charge": 0,
  "smiles": "CCCOCC"
}